{
  "formula": "C5H14N",
  "method": "ωB97M-V/def2-TZVPD",
  "relative_energy_kcal_mol": 149.0,
  "homo_ev": -14.9,
  "e_lumo_ev": -6.7,
  "energy_ha": -253.18074,
  "mol_weight_g_mol": 88.17,
  "total_charge": 1,
  "spin_multiplicity": 1,
  "elements": ["C", "C", "C", "C", "C", "N", "H", "H", "H", "H", "H", "H", "H", "H", "H", "H", "H", "H", "H", "H"],
  "coordinates": [[0.946, -0.493, -0.369], [0.347, 0.822, -0.221], [-0.558, 0.320, 0.952], [-1.833, -0.538, 0.454], [-2.219, -0.350, -1.019], [2.780, 0.237, 0.403], [0.894, -1.403, 0.201], [1.305, -0.781, -1.451], [0.178, 1.260, -1.196], [1.230, 1.472, 0.179], [-0.811, 1.160, 1.716], [0.062, -0.454, 1.464], [-2.592, -0.022, 1.032], [-1.686, -1.549, 0.760], [-3.322, -0.152, -1.061], [-1.858, 0.553, -1.324], [-1.970, -1.145, -1.821], [2.999, -0.694, 0.012], [3.581, 0.813, 0.377], [2.433, 0.726, -0.491]],
  "nbo_charge": [0.2213, -0.5942, -0.3805, -0.4255, -0.6427, -1.0118, 0.2238, 0.2225, 0.2818, 0.3270, 0.2556, 0.2055, 0.2436, 0.2155, 0.2495, 0.1965, 0.2233, 0.3879, 0.4349, 0.3659]
}